1.
The following is a quantum chemistry calculation of a structure of composition C36H36Cl2N4O5RuSSi in a non-equilibrium geometry, from the Open Molecules 2025 dataset.

The geometry in ORCA input format:
```
! wB97M-V def2-TZVPD RIJCOSX def2/J DEFGRID3
* xyz 2 1
Ru 1.866 -0.746 -1.186
C 5.522 -1.119 -0.928
C 4.697 -0.197 -0.108
N 3.375 -0.027 -0.116
C 3.086 0.846 0.902
C 4.230 1.249 1.517
N 5.221 0.579 0.865
C 4.579 2.087 2.705
O 3.614 2.815 3.245
O 5.705 2.059 3.108
C 1.688 1.042 1.230
O 1.231 1.980 1.824
O 0.924 0.013 0.761
H 4.977 -1.461 -1.800
H 5.800 -1.994 -0.336
H 6.440 -0.633 -1.254
H 6.194 0.651 1.139
H 2.763 2.720 2.780
Cl 3.166 -0.548 -3.363
C 1.791 -1.219 -4.308
Cl 0.768 -2.127 -3.185
H 2.176 -1.894 -5.063
H 1.232 -0.383 -4.710
C -4.239 0.278 -3.442
C -3.090 0.855 -4.263
C -1.724 0.657 -3.622
N -1.693 1.365 -2.336
C -0.656 1.635 -1.577
S 0.962 1.225 -2.165
N -0.825 2.361 -0.461
C -2.037 2.748 0.232
O -2.014 2.705 1.429
C -3.167 3.260 -0.576
C -4.466 3.040 -0.124
C -5.533 3.554 -0.841
C -5.304 4.307 -1.986
C -4.007 4.557 -2.419
C -2.934 4.029 -1.718
H -5.163 0.281 -4.017
H -4.437 0.859 -2.535
H -4.035 -0.754 -3.147
H -3.249 1.924 -4.434
H -3.059 0.389 -5.249
H -0.930 1.045 -4.258
H -1.533 -0.402 -3.438
H -2.586 1.750 -2.043
H -0.022 2.466 0.142
H -4.621 2.479 0.786
H -6.546 3.384 -0.501
H -6.140 4.716 -2.536
H -3.834 5.173 -3.291
H -1.920 4.234 -2.040
C -4.213 -1.244 1.780
C -3.528 -1.328 2.981
C -2.139 -1.362 2.987
C -1.423 -1.301 1.794
C -2.132 -1.207 0.587
C -3.514 -1.184 0.577
Si 0.410 -1.380 1.738
C 1.356 -1.192 3.297
C 1.031 -0.118 4.141
C 1.832 0.189 5.230
C 2.964 -0.572 5.491
C 3.289 -1.650 4.679
C 2.492 -1.957 3.586
C 0.980 -2.716 0.564
C 0.049 -3.640 0.087
C 0.426 -4.655 -0.790
C 1.736 -4.763 -1.227
C 2.685 -3.863 -0.761
C 2.321 -2.853 0.129
H -5.295 -1.237 1.776
H -4.074 -1.377 3.913
H -1.618 -1.444 3.933
H -1.599 -1.181 -0.361
H -4.054 -1.133 -0.360
H 0.154 0.488 3.939
H 1.574 1.017 5.876
H 3.590 -0.328 6.339
H 4.157 -2.255 4.904
H 2.744 -2.816 2.974
H -0.984 -3.578 0.402
H -0.313 -5.371 -1.127
H 2.024 -5.556 -1.905
H 3.720 -3.964 -1.061
H 3.112 -2.280 0.598
*
```

LUMO level (spin up / spin down) (eV): -6.4 / -6.4
Gap between HOMO and LUMO (spin up / spin down) (hartree): 0.277 / 0.277
Relative energy (zero: lowest compared OMol25 entry of this formula, charge and spin) (kJ/mol): 62.25


2.
The following is a quantum chemistry calculation of a structure of composition C36H36DyN9O8S3Se in a non-equilibrium geometry, from the Open Molecules 2025 dataset.

The geometry in ORCA input format:
```
! wB97M-V def2-TZVPD RIJCOSX def2/J DEFGRID3
* xyz 0 6
Dy 0.881 0.413 0.519
C -6.757 -1.084 -4.191
C -5.732 -0.553 -3.225
C -5.590 -1.102 -1.956
C -4.623 -0.627 -1.083
C -3.769 0.389 -1.484
C -3.921 0.971 -2.734
C -4.905 0.507 -3.590
S -2.530 1.038 -0.365
O -1.807 1.960 -1.232
O -3.287 1.652 0.704
N -1.506 -0.045 0.158
C -2.117 -0.964 1.104
C -1.010 -1.631 1.889
O -0.027 -0.914 2.251
O -1.106 -2.861 2.104
H -7.234 -1.982 -3.804
H -6.289 -1.321 -5.148
H -7.534 -0.342 -4.384
H -6.252 -1.898 -1.638
H -4.543 -1.032 -0.083
H -3.266 1.776 -3.031
H -5.028 0.970 -4.563
H -2.686 -1.752 0.604
H -2.785 -0.423 1.788
O -2.725 4.870 -0.967
C -2.403 5.285 0.253
O -2.749 6.359 0.668
C -1.692 4.283 1.106
C -2.096 3.858 2.348
N -1.324 2.808 2.677
N -0.428 2.512 1.734
C -0.631 3.413 0.777
C 0.169 3.334 -0.487
O 0.081 4.178 -1.360
O 0.950 2.304 -0.542
H -2.326 4.010 -1.180
H -2.889 4.218 2.981
H -1.423 2.212 3.478
C 4.185 1.148 -2.287
C 3.822 2.230 -1.326
N 3.432 2.023 -0.114
C 3.206 3.190 0.571
C 3.426 4.321 -0.148
S 3.924 3.919 -1.734
C 2.724 3.068 1.943
C 2.677 4.057 2.874
S 2.101 3.438 4.360
C 1.949 1.868 3.645
N 2.282 1.835 2.390
C 1.547 0.693 4.467
H 3.759 0.209 -1.936
H 5.269 1.035 -2.332
H 3.822 1.375 -3.290
H 3.289 5.350 0.144
H 2.970 5.089 2.779
H 1.166 1.005 5.439
H 2.421 0.056 4.619
H 0.797 0.099 3.949
C 2.317 -3.406 3.024
N 1.427 -3.941 1.971
C 1.405 -5.410 2.000
C 1.688 -3.411 0.563
C 2.941 -2.585 0.463
C 4.123 -3.304 0.270
C 5.355 -2.686 0.372
C 5.377 -1.345 0.718
C 4.188 -0.640 0.860
C 2.898 -1.187 0.677
H 2.017 -3.834 3.981
H 2.207 -2.326 3.059
H 3.357 -3.653 2.823
H 0.436 -3.582 2.237
H 2.386 -5.809 1.738
H 0.667 -5.779 1.291
H 1.131 -5.755 2.995
H 0.824 -2.827 0.261
H 1.758 -4.278 -0.094
H 4.075 -4.369 0.055
H 6.267 -3.247 0.210
H 6.325 -0.837 0.856
H 4.276 0.405 1.117
Se 0.484 1.384 -2.870
N -0.630 0.639 -3.967
C -0.941 -0.573 -3.484
C -1.890 -1.480 -3.994
C -2.122 -2.620 -3.277
C -1.380 -2.875 -2.105
N -0.425 -2.103 -1.645
C -0.214 -0.951 -2.310
N 0.676 -0.046 -1.874
H -2.418 -1.260 -4.910
H -2.865 -3.336 -3.603
H -1.580 -3.768 -1.520
*
```

LUMO level (spin up / spin down) (eV): -1.0 / -1.0
Gap between HOMO and LUMO (spin up / spin down) (hartree): 0.266 / 0.268
⟨S²⟩: 9.0484


3.
The following is a quantum chemistry calculation of a structure of composition C36H36IrN8O3S in a non-equilibrium geometry, from the Open Molecules 2025 dataset.

The geometry in ORCA input format:
```
! wB97M-V def2-TZVPD RIJCOSX def2/J DEFGRID3
* xyz 2 2
Ir 0.383 0.334 0.668
C 2.029 -1.477 -1.088
N 0.581 -1.320 -0.825
C -0.104 -2.623 -0.644
C -1.567 -2.363 -0.453
N -2.004 -1.160 -0.264
C -3.378 -1.276 -0.095
C -4.344 -0.303 0.157
C -5.649 -0.726 0.307
C -5.996 -2.085 0.206
C -5.052 -3.062 -0.042
C -3.738 -2.627 -0.184
N -2.549 -3.306 -0.421
C 2.569 -0.090 -1.166
N 1.910 0.914 -0.621
C 2.671 2.070 -0.842
C 2.487 3.402 -0.475
C 3.460 4.303 -0.857
C 4.592 3.908 -1.586
C 4.788 2.594 -1.950
C 3.807 1.692 -1.559
N 3.702 0.315 -1.745
H 2.202 -2.024 -2.018
H 2.482 -2.014 -0.255
H 0.173 -0.903 -1.659
H 0.351 -3.118 0.216
H 0.054 -3.260 -1.520
H -4.078 0.745 0.231
H -6.428 -0.001 0.501
H -7.033 -2.370 0.322
H -5.327 -4.105 -0.126
H -2.445 -4.297 -0.566
H 1.641 3.738 0.102
H 3.349 5.342 -0.579
H 5.328 4.651 -1.861
H 5.661 2.282 -2.507
H 4.356 -0.270 -2.242
O -0.153 4.033 2.200
C -0.138 3.020 1.555
O 0.508 1.927 1.888
C -0.897 2.908 0.250
C -1.599 3.973 -0.276
C -2.230 3.808 -1.499
C -2.138 2.582 -2.147
C -1.431 1.558 -1.552
N -0.823 1.722 -0.371
H -1.623 4.899 0.283
H -2.785 4.623 -1.944
H -2.617 2.413 -3.101
H -1.374 0.577 -1.998
S -4.192 -1.830 4.909
C -2.906 -1.317 3.858
C -1.941 -2.161 3.295
C -0.991 -1.631 2.460
N -0.948 -0.330 2.131
C -1.844 0.490 2.700
C -2.816 0.045 3.562
C -4.043 -3.601 4.811
C -3.324 -4.306 5.761
C -3.241 -5.687 5.617
N -3.815 -6.355 4.623
C -4.523 -5.664 3.733
C -4.671 -4.285 3.779
H -1.921 -3.219 3.515
H -0.205 -2.251 2.055
H -1.790 1.538 2.455
H -3.516 0.755 3.983
H -2.845 -3.805 6.591
H -2.686 -6.278 6.336
H -5.002 -6.242 2.950
H -5.262 -3.760 3.040
C 3.444 -1.626 2.778
C 2.562 -0.390 2.644
C 3.399 0.825 2.257
C 1.805 -0.142 3.947
O 1.651 -0.731 1.560
H 4.173 -1.477 3.574
H 3.988 -1.819 1.852
H 2.846 -2.504 3.024
H 4.020 1.104 3.108
H 2.770 1.678 2.015
H 4.063 0.599 1.419
H 2.527 0.015 4.746
H 1.192 -1.006 4.209
H 1.175 0.742 3.876
*
```

LUMO level (spin up / spin down) (eV): -5.4 / -8.0
Gap between HOMO and LUMO (spin up / spin down) (hartree): 0.303 / 0.207
Relative energy (zero: lowest compared OMol25 entry of this formula, charge and spin) (kJ/mol): 0.00
⟨S²⟩: 0.7552


4.
The following is a quantum chemistry calculation of a structure of composition C36H36N2O5P2V in a non-equilibrium geometry, from the Open Molecules 2025 dataset.

The geometry in ORCA input format:
```
! wB97M-V def2-TZVPD RIJCOSX def2/J DEFGRID3
* xyz 0 4
V 0.465 -0.141 -1.960
N -1.035 -0.402 -3.480
C -1.434 1.009 -3.794
C -0.132 1.808 -3.999
O -0.016 2.602 -4.940
N 0.763 1.458 -3.072
C 2.190 1.678 -3.311
C 2.897 0.301 -3.230
O 4.092 0.189 -3.461
O 2.089 -0.672 -2.902
H -0.600 -0.817 -4.298
H -1.840 -0.971 -3.248
H -1.980 1.403 -2.936
H -2.051 1.090 -4.684
H 2.646 2.325 -2.553
H 2.371 2.132 -4.283
C 1.878 -3.251 0.205
C 1.476 -3.364 -1.246
C 0.136 -3.354 -1.620
C -0.235 -3.514 -2.952
C 0.734 -3.660 -3.930
C 2.076 -3.639 -3.567
C 2.440 -3.498 -2.240
H 2.043 -4.239 0.642
H 1.090 -2.767 0.791
H 2.797 -2.674 0.318
H -0.632 -3.260 -0.855
H -1.286 -3.535 -3.220
H 0.451 -3.771 -4.969
H 2.844 -3.713 -4.327
H 3.490 -3.458 -1.974
O 1.713 0.291 -0.235
P 1.303 0.906 1.073
C 0.061 -0.134 1.914
P -1.434 -0.260 0.891
O -1.147 0.071 -0.548
C -2.673 0.853 1.542
C -3.384 0.556 2.700
C -4.399 1.402 3.125
C -4.709 2.534 2.382
C -4.004 2.828 1.224
C -2.984 1.986 0.796
C -2.084 -1.917 1.095
C -1.670 -2.803 2.081
C -2.202 -4.089 2.128
C -3.143 -4.483 1.190
C -3.565 -3.598 0.206
C -3.038 -2.317 0.158
C 2.724 1.003 2.150
C 2.656 1.441 3.473
C 3.813 1.528 4.230
C 5.036 1.182 3.665
C 5.104 0.746 2.351
C 3.948 0.654 1.586
C 0.544 2.522 0.949
C 0.581 3.171 -0.285
C 0.022 4.438 -0.410
C -0.554 5.057 0.691
C -0.590 4.411 1.923
C -0.045 3.144 2.052
H -0.182 0.245 2.908
H 0.519 -1.119 2.004
H -3.154 -0.340 3.270
H -4.955 1.171 4.025
H -5.514 3.184 2.704
H -4.244 3.714 0.649
H -2.424 2.204 -0.107
H -0.932 -2.508 2.817
H -1.870 -4.782 2.891
H -3.550 -5.487 1.224
H -4.299 -3.909 -0.526
H -3.352 -1.624 -0.615
H 1.706 1.718 3.919
H 3.763 1.869 5.256
H 5.940 1.258 4.256
H 6.057 0.481 1.914
H 3.986 0.321 0.555
H 0.993 2.671 -1.154
H 0.041 4.934 -1.373
H -0.986 6.046 0.590
H -1.049 4.892 2.778
H -0.103 2.642 3.014
*
```

LUMO level (spin up / spin down) (eV): -0.1 / -0.1
Gap between HOMO and LUMO (spin up / spin down) (hartree): 0.192 / 0.260
⟨S²⟩: 3.7576


5.
The following is a quantum chemistry calculation of a cluster of 2 separate species, C36H36N4O6 in total in a non-equilibrium geometry, from the Open Molecules 2025 dataset.

The geometry in ORCA input format:
```
! wB97M-V def2-TZVPD RIJCOSX def2/J DEFGRID3
* xyz 0 1
C -2.367 -2.039 7.342
O -3.199 -1.624 6.236
C -2.585 -1.064 5.162
C -3.406 -0.681 4.074
C -2.836 -0.230 2.906
C -1.426 -0.166 2.724
C -0.860 0.255 1.464
C 0.470 0.696 1.406
C 1.129 1.362 0.375
N 2.447 1.677 0.386
C 3.072 2.312 -0.780
C 2.910 1.482 -2.053
C 3.597 2.087 -3.258
C 4.596 1.374 -3.929
C 5.292 1.973 -4.980
C 4.958 3.269 -5.395
C 3.908 3.950 -4.768
C 3.221 3.357 -3.704
C 4.536 2.432 -0.360
O 5.453 2.940 -1.002
N 4.654 1.862 0.873
C 5.937 1.797 1.533
C 3.412 1.367 1.465
C 3.124 2.146 2.755
C 3.533 -0.141 1.718
C -0.630 -0.472 3.869
C -1.184 -0.914 5.058
H -3.074 -2.443 8.065
H -1.651 -2.812 7.030
H -1.827 -1.183 7.770
H -4.482 -0.786 4.196
H -3.484 0.095 2.090
H -1.525 0.402 0.613
H 1.051 0.559 2.313
H 0.568 1.715 -0.499
H 2.666 3.332 -0.931
H 3.321 0.477 -1.857
H 1.832 1.371 -2.254
H 4.840 0.363 -3.589
H 6.101 1.429 -5.467
H 5.507 3.740 -6.211
H 3.624 4.950 -5.095
H 2.402 3.877 -3.198
H 6.694 2.207 0.861
H 5.932 2.383 2.460
H 6.197 0.761 1.778
H 3.202 3.222 2.545
H 2.122 1.939 3.136
H 3.861 1.875 3.521
H 3.861 -0.639 0.795
H 4.275 -0.318 2.507
H 2.580 -0.573 2.027
H 0.455 -0.370 3.843
H -0.544 -1.180 5.904
C -2.625 -1.739 -0.671
C -3.998 -1.971 -0.371
C -4.433 -2.329 0.949
C -5.769 -2.388 1.278
C -6.753 -2.156 0.291
N -8.116 -2.024 0.670
O -8.968 -1.750 -0.205
O -8.411 -2.164 1.880
C -6.371 -1.888 -1.037
C -5.033 -1.805 -1.357
C -2.111 -1.848 -1.998
C -2.701 -2.657 -3.040
C -2.244 -2.614 -4.342
C -1.169 -1.773 -4.679
N -0.821 -1.599 -6.046
O 0.089 -0.789 -6.335
O -1.447 -2.251 -6.915
C -0.501 -1.044 -3.666
C -0.932 -1.119 -2.357
H -1.931 -1.549 0.143
H -3.685 -2.559 1.708
H -6.106 -2.576 2.294
H -7.149 -1.718 -1.777
H -4.766 -1.592 -2.390
H -3.545 -3.312 -2.825
H -2.708 -3.191 -5.140
H 0.344 -0.426 -3.958
H -0.405 -0.569 -1.576
*
```

LUMO level (eV): -2.8
Gap between HOMO and LUMO (hartree): 0.107
Relative energy (zero: lowest compared OMol25 entry of this formula, charge and spin) (kJ/mol): 11.85


Number 1: DFT total energy -100444.062 eV. Number 2: DFT total energy -189645.126 eV. Number 3: DFT total energy -69643.240 eV. Number 4: DFT total energy -95404.501 eV. Number 5: DFT total energy -56153.274 eV.